No. 1
DFT (ωB97M-V with the def2-TZVPD basis set) results for a 26-piece molecular cluster, C3H54BrINO28P overall in a non-equilibrium geometry.

Element x y z (Å)
N: 2.6091 2.9363 2.7508
P: 2.5381 2.5065 1.1632
C: 0.7569 2.4792 0.4761
Br: 0.8210 2.6489 -1.5149
O: -0.2573 3.3945 1.0708
C: -1.4749 2.6385 1.5164
O: -2.4169 2.9899 2.3948
O: -1.2988 1.3606 0.7490
C: 0.1412 1.0728 1.0520
I: 0.8539 -0.8505 0.2936
H: 3.0563 2.0954 3.2255
H: 3.3138 3.4780 0.3816
H: 3.1359 1.1861 0.9575
H: 0.1434 1.2807 2.2273
O: -4.2840 0.9448 2.8585
H: -3.7638 1.7602 2.7985
H: -5.2030 1.2504 2.8255
O: -2.2393 -1.5786 -0.0451
H: -2.3784 -0.6729 0.2702
H: -2.5912 -1.5689 -0.9479
O: 3.2474 -1.3377 -1.8156
H: 3.7155 -1.6238 -2.6144
H: 2.9282 -2.1640 -1.4227
O: -4.2012 -0.9000 5.1960
H: -4.2242 -0.3157 4.4233
H: -3.2835 -1.2097 5.2280
O: 4.5643 -2.5487 -4.3158
H: 4.8074 -2.0522 -5.1117
H: 5.0193 -3.3977 -4.4213
O: 3.5539 2.0832 5.4526
H: 4.3614 2.6099 5.5501
H: 2.8758 2.6083 5.9037
O: 4.9511 0.5633 1.8744
H: 5.7831 0.2482 1.4903
H: 4.5568 -0.2318 2.2634
O: 4.7539 0.3054 -4.6411
H: 5.5614 0.8322 -4.5436
H: 4.0758 0.8306 -4.1900
O: -2.6783 3.6313 5.2706
H: -1.8177 4.0761 5.2950
H: -2.7130 3.2370 4.3861
O: -3.5669 2.0600 -0.8682
H: -3.7341 2.9745 -0.5948
H: -2.6079 1.9588 -0.7732
O: -3.4340 -2.5258 3.0477
H: -3.0314 -2.4031 2.1748
H: -4.3435 -2.2119 2.9323
O: -4.9760 1.1532 -3.2321
H: -5.6286 0.4424 -3.1442
H: -4.7043 1.3359 -2.3200
O: -7.4597 -0.1520 -3.8050
H: -7.0571 -0.0293 -4.6779
H: -8.3691 0.1619 -3.9204
O: -0.7223 3.1154 -4.5032
H: -1.1569 2.2606 -4.3637
H: -1.3282 3.7548 -4.0994
O: 0.4327 0.4128 -3.4002
H: 0.4096 0.9970 -4.1729
H: 1.3503 0.1030 -3.3682
O: -2.4043 5.1243 -5.0595
H: -1.9572 5.3972 -5.8748
H: -3.3460 5.1625 -5.2849
O: 5.6579 -1.7766 3.4006
H: 5.0052 -2.4874 3.4885
H: 5.9295 -1.5939 4.3126
O: -3.9282 -5.1388 4.5669
H: -4.7911 -4.8035 4.8532
H: -3.4881 -4.3617 4.1908
O: 6.1556 -3.0642 -6.2058
H: 7.0162 -2.6195 -6.1813
H: 6.1208 -3.4585 -7.0902
O: -8.2019 -1.8736 -1.3624
H: -7.9587 -1.3771 -2.1583
H: -7.7468 -2.7226 -1.4679
O: 8.2777 -4.1004 -4.2885
H: 7.8431 -4.9552 -4.1490
H: 7.6718 -3.4610 -3.8848
O: -9.6282 -4.7456 -0.3568
H: -10.4911 -4.4103 -0.0704
H: -9.1881 -3.9685 -0.7328
O: 8.6651 -4.2230 -1.3083
H: 8.9289 -5.1262 -1.0765
H: 8.8326 -4.1673 -2.2611
O: 7.7737 1.4920 2.9187
H: 8.2209 1.7649 2.1035
H: 6.8321 1.5302 2.6933
O: -4.6238 2.1039 7.5049
H: -4.3807 2.6004 6.7090
H: -4.1688 1.2549 7.3994

Results
- total energy (hartree) = -5521.0339
- total charge = 0
- molar mass (g/mol) = 790.226
- Kohn-Sham gap (Ha) = 0.2826
- F_max (Eh/bohr) = 0.1857
- LUMO level (eV) = -1.03

Löwdin atomic charge list, values in e, 6 entries: -0.31 0.72 -0.88 0.78 -0.07 -0.18



No. 2
DFT (ωB97M-V with the def2-TZVPD basis set) results for a 2-piece molecular cluster, CH4NO3 overall.

Element x y z (Å)
N: -0.2356 -1.5430 0.5819
C: -0.0175 -0.1780 0.9215
O: 1.1340 0.2690 0.6616
O: -0.9589 0.4059 1.4817
H: 0.4076 -1.8720 -0.1166
H: -1.2164 -1.7437 0.4401
H: -0.4020 1.8515 -1.4570
H: 0.8312 1.3204 -0.8074
O: 0.4577 1.4898 -1.7055

Results
- total energy (hartree) = -321.0743
- total charge = -1
- molar mass (g/mol) = 78.047
- Kohn-Sham gap (Ha) = 0.3180
- F_max (Eh/bohr) = 0.0119
- LUMO level (eV) = 4.42

natural (NBO) atomic charge list, values in e, 6 entries: -0.91 0.86 -0.84 -0.80 0.36 0.36



No. 3
DFT (ωB97M-V with the def2-TZVPD basis set) results for H12NaO6 as an isolated structure in a non-equilibrium geometry.

Element x y z (Å)
Na: 0.1355 0.0749 -0.1425
O: 1.5588 -1.2269 -0.4165
H: 0.8034 -1.7637 -0.6562
H: 2.0678 -1.1547 -1.2239
O: 0.1874 0.0433 -1.8364
H: 0.5532 -0.5018 -2.5330
H: 0.3178 0.9414 -2.1410
O: -1.5323 0.9276 0.1982
H: -1.9530 0.9779 1.0565
H: -2.2308 0.6530 -0.3958
O: -0.7689 -1.5859 0.6419
H: -1.0702 -1.6895 1.5445
H: -1.2264 -2.2720 0.1559
O: 0.9664 0.0729 1.5767
H: 1.2208 0.5844 2.3448
H: 1.1019 -0.8376 1.8390
O: 0.2462 1.9908 -0.0149
H: 0.2992 2.9315 -0.1833
H: -0.6766 1.8346 0.1859

Results
- total energy (hartree) = -620.6029
- total charge = +1
- molar mass (g/mol) = 131.080
- Kohn-Sham gap (Ha) = 0.4162
- F_max (Eh/bohr) = 0.1580
- LUMO level (eV) = -3.52

natural (NBO) atomic charge list, values in e, 6 entries: 0.87 -0.92 0.46 0.48 -0.98 0.49



No. 4
DFT (ωB97M-V with the def2-TZVPD basis set) results for C4H10OS as an isolated structure in a non-equilibrium geometry.

Element x y z (Å)
C: 1.7482 -1.1669 0.2377
C: 0.4353 -0.7590 -0.1603
C: 0.0507 0.7889 -0.3546
C: -1.3442 0.8179 -0.8226
H: 2.0036 -0.4018 0.9789
H: 2.6677 -1.1958 -0.6110
H: 1.5983 -2.1342 0.8445
H: -0.0806 -1.1843 -1.0528
H: -0.5580 -0.9584 1.6817
H: 0.6442 1.0568 -1.2325
H: -1.4044 1.0808 -1.9719
H: -1.9251 -0.2477 -0.5327
H: -2.0521 1.9233 -0.2353
H: -1.4686 2.2156 1.0626
O: -0.4573 -1.4630 0.8555
S: 0.1424 1.6277 1.3128

Results
- total energy (hartree) = -631.6625
- total charge = 0
- molar mass (g/mol) = 106.190
- Kohn-Sham gap (Ha) = 0.3399
- F_max (Eh/bohr) = 0.1040
- LUMO level (eV) = -0.08

natural (NBO) atomic charge list, values in e, 6 entries: -0.66 0.09 -0.42 -0.56 0.21 0.22



No. 5
DFT (ωB97M-V with the def2-TZVPD basis set) results for one molecule with the formula C2H5NO2 in a non-equilibrium geometry.

Element x y z (Å)
N: 1.8326 0.0074 0.1200
C: 0.7997 -0.2257 -0.6663
O: -0.0338 -1.1296 -0.1134
C: -1.2327 -0.2079 -0.2801
O: -1.1922 1.1340 0.1262
H: 2.1149 -0.5870 0.8929
H: 2.4279 0.7645 -0.1690
H: -1.4632 -0.1953 -1.3436
H: -1.9045 -0.7563 0.3551
H: -1.3487 1.1958 1.0782

Results
- total energy (hartree) = -284.3419
- total charge = 0
- molar mass (g/mol) = 75.067
- Kohn-Sham gap (Ha) = 0.3367
- F_max (Eh/bohr) = 0.0442
- LUMO level (eV) = 0.91

natural (NBO) atomic charge list, values in e, 6 entries: -0.80 0.29 -0.57 0.19 -0.69 0.38



No. 6
DFT (ωB97M-V with the def2-TZVPD basis set) results for a 2-piece molecular cluster, C5H11BrN overall in a non-equilibrium geometry.

Element x y z (Å)
C: 1.9812 0.5324 -0.4582
C: 0.9052 1.2238 -0.4440
C: 0.1001 2.4208 -0.7291
C: -0.6233 -1.5927 -0.7278
C: -0.7332 -0.5497 0.3673
N: -0.4957 -1.1794 1.7087
Br: -2.5091 0.3340 0.4983
H: 2.0566 -0.5180 -0.0748
H: 2.8867 0.9168 -0.9162
H: 0.8087 3.3080 -0.6820
H: -0.5697 2.6195 0.0666
H: -0.4233 2.1997 -1.6217
H: 0.3383 -1.5348 -1.1837
H: -0.9448 -2.5734 -0.2137
H: -1.3198 -1.5518 -1.5075
H: -0.9941 -0.7180 2.4945
H: -0.9975 -2.1389 1.6008
H: 0.5338 -1.1984 1.8226

Results
- total energy (hartree) = -2825.4634
- total charge = +1
- molar mass (g/mol) = 165.054
- Kohn-Sham gap (spin up / spin down) (Ha) = 0.2980 / 0.2982
- F_max (Eh/bohr) = 0.0657
- LUMO level (spin up / spin down) (eV) = -4.35 / -4.35

natural (NBO) atomic charge list, values in e, 6 entries: -0.51 0.35 -0.73 -0.70 -0.05 -0.76



No. 7
DFT (ωB97M-V with the def2-TZVPD basis set) results for C21H20AuBr4NO as an isolated structure.

Element x y z (Å)
Au: -1.1853 0.6191 -0.3347
C: -2.8577 0.0581 2.6404
C: -1.4242 0.2597 3.0409
C: -1.0181 0.0901 4.3796
C: 0.2804 0.3172 4.7285
C: 1.2175 0.7185 3.7529
C: 2.5808 0.9950 4.0056
Br: 3.2855 0.8310 5.7639
C: 3.4074 1.3824 2.9922
C: 2.9303 1.5075 1.6858
Br: 4.1403 2.0451 0.3241
C: 1.6032 1.2434 1.3107
O: 1.1645 1.3214 0.1301
C: 0.7359 0.8481 2.4262
N: -0.5609 0.6157 2.1152
H: -3.4109 -0.4677 3.4180
H: -2.9214 -0.5066 1.7091
H: -3.3439 1.0216 2.4712
H: -1.7426 -0.2169 5.1232
H: 0.6043 0.1942 5.7534
H: 4.4478 1.5970 3.1956
Br: -4.2455 1.9364 -1.9259
C: -3.5991 3.4001 -0.8632
Br: -2.0258 3.0084 0.2118
H: -4.3818 3.6729 -0.1692
H: -3.3240 4.2023 -1.5333
C: -1.3630 -0.3252 -3.7285
C: -0.9729 -1.4060 -2.7432
C: -1.2996 -2.7987 -3.2547
C: -1.0302 -1.1206 -1.3396
C: 0.5664 -1.2702 -2.2276
C: 1.2768 -2.4170 -1.8425
C: 2.6478 -2.3716 -1.6986
C: 3.3335 -1.1850 -1.9414
C: 2.6423 -0.0450 -2.3199
C: 1.2683 -0.0803 -2.4493
H: -2.4145 -0.4650 -3.9852
H: -0.7734 -0.3991 -4.6444
H: -1.2688 0.6696 -3.3007
H: -2.3636 -2.8397 -3.4906
H: -1.0977 -3.5761 -2.5218
H: -0.7416 -3.0123 -4.1678
H: -1.0133 -2.0359 -0.7458
H: 0.7512 -3.3374 -1.6319
H: 3.1865 -3.2553 -1.3835
H: 4.4063 -1.1426 -1.8044
H: 3.1674 0.8891 -2.4549
H: 0.7353 0.8301 -2.6755

Results
- total energy (hartree) = -11373.8878
- total charge = 0
- molar mass (g/mol) = 818.980
- Kohn-Sham gap (Ha) = 0.2134
- F_max (Eh/bohr) = 0.0120
- LUMO level (eV) = -0.72

natural (NBO) atomic charge list, values in e, 6 entries: 0.65 -0.65 0.23 -0.27 -0.13 -0.12



No. 8
DFT (ωB97M-V with the def2-TZVPD basis set) results for a 27-piece molecular cluster, H54O27 overall in a non-equilibrium geometry.

Element x y z (Å)
O: 6.4945 14.6539 9.6005
H: 6.9421 13.8173 9.3596
H: 7.2352 15.0779 10.0450
O: 12.7050 6.7153 10.4435
H: 12.6738 5.9621 11.0193
H: 12.6578 6.4237 9.4408
O: 9.5387 11.7339 8.8647
H: 9.9576 11.8961 8.0223
H: 8.7720 11.1609 8.6500
O: 10.4630 10.8383 11.6365
H: 11.4004 11.0694 11.5130
H: 10.0090 11.0488 10.8086
O: 9.1237 9.5631 6.5700
H: 9.7585 9.2146 7.1982
H: 8.2476 9.5986 7.0220
O: 13.1530 11.5549 12.3304
H: 13.3140 10.5408 12.2313
H: 13.8832 11.9676 11.8175
O: 11.0443 8.9944 4.8129
H: 10.1240 9.1730 5.0067
H: 11.2929 9.4475 3.9834
O: 7.3124 10.2895 9.0264
H: 7.6318 9.9563 9.9106
H: 6.3757 9.9350 9.0603
O: 4.6235 12.1842 10.9555
H: 4.8843 12.9074 10.3800
H: 4.2719 11.4580 10.4205
O: 11.4697 12.2013 14.3850
H: 11.7861 11.9812 13.4962
H: 11.5014 13.1628 14.2373
O: 12.7609 11.9477 8.7302
H: 12.5168 12.8778 8.8857
H: 12.4641 11.6678 7.8217
O: 11.8513 15.4052 9.8976
H: 10.9515 15.1225 10.1882
H: 12.3098 15.7199 10.6916
O: 6.1492 7.9525 10.3253
H: 6.9065 7.3354 10.3037
H: 6.3985 8.6075 11.0285
O: 11.6014 11.8645 6.2021
H: 11.3188 11.0122 5.8923
H: 11.8653 12.5143 5.5340
O: 13.2660 8.1533 6.4364
H: 13.8527 8.8801 6.7659
H: 12.6766 8.5880 5.7806
O: 9.2162 14.1132 10.4720
H: 9.2672 13.1383 10.2781
H: 8.7652 14.1068 11.3617
O: 12.3525 5.9516 7.9874
H: 12.7048 6.5819 7.3688
H: 11.3655 5.9396 7.9104
O: 14.9301 10.3562 7.4625
H: 14.6197 10.6793 8.2792
H: 15.8437 10.0654 7.6152
O: 14.1840 14.8615 7.5316
H: 14.6831 14.2455 8.0413
H: 13.3746 15.1413 7.9476
O: 9.7373 7.1603 10.3561
H: 10.6800 6.8372 10.3466
H: 9.8005 8.1344 10.1176
O: 4.7639 9.4641 8.6852
H: 5.0758 9.2402 7.7870
H: 4.8811 8.6005 9.1611
O: 8.4001 11.2213 13.5881
H: 8.6002 11.3734 14.5373
H: 9.2623 11.0241 13.1680
O: 6.5162 10.1710 11.7759
H: 5.9996 11.0141 11.6523
H: 6.9044 10.2112 12.6429
O: 8.3401 13.8561 13.0647
H: 8.1026 12.9265 13.1107
H: 8.8506 14.0197 13.8584
O: 12.7221 14.5016 4.9410
H: 13.4366 14.4261 5.5976
H: 12.3692 15.4352 5.0944
O: 12.5187 8.6739 11.9469
H: 11.6322 8.8837 12.1169
H: 12.6752 8.0049 11.2500
O: 11.0549 9.3449 9.1027
H: 11.9129 9.2942 9.5318
H: 10.9498 10.3338 9.0234

Results
- total energy (hartree) = -2063.9654
- total charge = 0
- molar mass (g/mol) = 486.405
- Kohn-Sham gap (Ha) = 0.3990
- F_max (Eh/bohr) = 0.0586
- LUMO level (eV) = -0.15

Löwdin atomic charge list, values in e, 6 entries: -0.07 0.03 0.01 -0.09 0.07 0.05